No. 1
{
  "formula": "C41H38MnNO2P",
  "method": "ωB97M-V with the def2-TZVPD basis set",
  "lumo_energy_ev": [-7.361, -6.268],
  "charge": 2,
  "multiplicity": 4,
  "s_squared": 3.828,
  "orbital_gap_ev": [5.041, 7.575],
  "species": ["Mn", "O", "C", "C", "C", "C", "C", "C", "C", "C", "C", "O", "C", "C", "C", "C", "C", "C", "C", "C", "C", "C", "C", "C", "N", "C", "C", "C", "C", "C", "C", "C", "C", "C", "C", "C", "C", "H", "H", "H", "H", "H", "H", "H", "H", "H", "H", "H", "H", "H", "H", "H", "H", "H", "H", "H", "H", "H", "H", "H", "H", "H", "H", "H", "C", "P", "C", "C", "C", "C", "C", "C", "C", "H", "H", "H", "H", "H", "H", "H", "H", "H", "H", "H"],
  "positions_angstrom": [[0.026, 0.297, -0.320], [-1.711, 1.131, -0.787], [-2.281, 2.032, 0.081], [-2.438, 1.443, 1.454], [-1.181, 1.487, 2.302], [-1.188, 2.095, 3.550], [-0.041, 2.050, 4.327], [1.075, 1.403, 3.825], [1.025, 0.825, 2.560], [2.221, 0.077, 2.042], [2.715, 0.540, 0.637], [1.650, 0.451, -0.241], [3.808, -0.378, 0.079], [4.444, -1.364, 0.817], [5.372, -2.191, 0.204], [5.656, -2.054, -1.144], [5.030, -1.061, -1.879], [4.109, -0.228, -1.271], [3.194, 1.987, 0.737], [4.530, 2.312, 0.926], [4.901, 3.640, 1.063], [3.950, 4.647, 1.014], [2.617, 4.326, 0.811], [2.247, 3.001, 0.675], [-0.093, 0.871, 1.814], [-2.631, 3.368, -0.238], [-3.067, 3.797, -1.515], [-3.310, 5.130, -1.759], [-3.130, 6.081, -0.761], [-2.763, 5.672, 0.518], [-2.535, 4.343, 0.787], [-1.370, 1.556, -2.094], [-0.379, 2.523, -2.266], [-0.069, 2.953, -3.546], [-0.745, 2.437, -4.640], [-1.721, 1.468, -4.458], [-2.046, 1.020, -3.187], [-2.708, 0.380, 1.341], [-3.243, 1.957, 1.978], [-2.084, 2.571, 3.920], [-0.028, 2.496, 5.310], [1.981, 1.341, 4.406], [1.959, -0.982, 1.952], [3.039, 0.187, 2.752], [4.238, -1.504, 1.866], [5.872, -2.946, 0.790], [6.361, -2.716, -1.620], [5.254, -0.928, -2.926], [3.605, 0.542, -1.840], [5.279, 1.537, 0.970], [5.942, 3.889, 1.202], [4.245, 5.679, 1.125], [1.867, 5.102, 0.754], [1.200, 2.740, 0.526], [-3.247, 3.081, -2.301], [-3.644, 5.438, -2.740], [-3.283, 7.126, -0.979], [-2.649, 6.401, 1.305], [-2.192, 4.039, 1.764], [0.117, 2.965, -1.409], [0.702, 3.697, -3.681], [-0.517, 2.804, -5.630], [-2.245, 1.064, -5.309], [-2.830, 0.293, -3.032], [1.022, -3.162, -0.114], [-0.409, -2.050, -0.428], [-1.025, -2.821, -1.972], [-1.625, -2.491, 0.862], [-1.248, -2.386, 2.203], [-2.181, -2.579, 3.204], [-3.504, -2.845, 2.883], [-3.886, -2.949, 1.557], [-2.953, -2.774, 0.549], [1.471, -2.993, 0.863], [1.786, -2.978, -0.873], [0.684, -4.199, -0.180], [-1.177, -3.888, -1.802], [-0.271, -2.690, -2.749], [-1.953, -2.369, -2.315], [-0.220, -2.161, 2.457], [-1.877, -2.509, 4.237], [-4.236, -2.969, 3.664], [-4.914, -3.154, 1.304], [-3.265, -2.868, -0.479]],
  "lowdin_charge": [0.800, -0.125, -0.168, -0.038, -0.227, 0.011, 0.009, 0.029, -0.231, -0.028, -0.410, -0.199, -0.181, -0.035, -0.056, -0.060, -0.052, -0.026, -0.145, -0.001, -0.044, -0.058, -0.057, -0.044, 0.128, -0.164, -0.013, -0.047, -0.043, -0.052, -0.009, -0.303, -0.011, -0.024, -0.029, -0.033, -0.003, 0.134, 0.138, 0.130, 0.130, 0.131, 0.113, 0.139, 0.111, 0.114, 0.114, 0.113, 0.125, 0.125, 0.117, 0.114, 0.110, 0.086, 0.112, 0.118, 0.116, 0.116, 0.101, 0.120, 0.125, 0.123, 0.122, 0.132, -0.198, 0.952, -0.218, -0.370, -0.105, -0.057, -0.047, -0.054, -0.084, 0.039, 0.060, 0.073, 0.073, 0.061, 0.041, 0.094, 0.116, 0.118, 0.118, 0.099]
}


No. 2
{
  "formula": "C30H40BrGeN3OSW",
  "method": "ωB97M-V with the def2-TZVPD basis set",
  "relative_energy_ev": 0.000,
  "lumo_energy_ev": -7.065,
  "charge": 2,
  "orbital_gap_ev": 6.409,
  "species": ["W", "N", "C", "C", "C", "C", "C", "C", "S", "N", "C", "C", "C", "C", "C", "C", "N", "H", "H", "H", "H", "H", "H", "H", "H", "H", "C", "C", "C", "C", "C", "C", "C", "Br", "C", "O", "C", "C", "C", "C", "C", "C", "H", "H", "H", "H", "H", "H", "H", "H", "H", "H", "H", "H", "H", "H", "H", "H", "H", "H", "H", "H", "C", "Ge", "C", "C", "C", "H", "H", "H", "H", "H", "H", "H", "H", "H", "H", "H"],
  "positions_angstrom": [[0.186, -0.936, 1.341], [-3.309, 0.164, 3.331], [-3.061, 0.912, 4.536], [-4.045, 0.977, 5.501], [-3.786, 1.662, 6.682], [-2.543, 2.239, 6.891], [-1.548, 2.138, 5.925], [-1.821, 1.490, 4.732], [-0.626, 1.448, 3.438], [-1.112, 0.015, 2.586], [-2.373, -0.364, 2.573], [-2.701, -1.505, 1.643], [-3.934, -2.090, 1.540], [-4.107, -3.149, 0.643], [-3.031, -3.581, -0.096], [-1.801, -2.954, 0.086], [-1.644, -1.943, 0.936], [-4.256, -0.165, 3.217], [-5.008, 0.507, 5.340], [-4.556, 1.734, 7.437], [-2.340, 2.769, 7.812], [-0.575, 2.582, 6.091], [-4.775, -1.750, 2.130], [-5.074, -3.623, 0.541], [-3.118, -4.399, -0.796], [-0.916, -3.266, -0.451], [3.560, 0.998, -5.362], [2.464, -0.079, -5.409], [1.455, 0.267, -6.515], [3.103, -1.431, -5.731], [1.773, -0.098, -4.045], [2.102, -1.046, -3.072], [1.465, -0.948, -1.863], [1.849, -2.207, -0.473], [0.528, 0.026, -1.545], [0.018, -0.034, -0.270], [0.173, 0.979, -2.488], [0.829, 0.870, -3.719], [-0.870, 2.094, -2.324], [-0.218, 3.443, -2.670], [-1.462, 2.209, -0.916], [-2.019, 1.811, -3.305], [4.072, 1.054, -6.325], [4.304, 0.769, -4.596], [3.135, 1.980, -5.147], [1.905, 0.081, -7.490], [1.165, 1.319, -6.495], [0.551, -0.341, -6.442], [3.508, -1.407, -6.742], [2.376, -2.246, -5.683], [3.934, -1.664, -5.062], [2.822, -1.829, -3.258], [0.577, 1.597, -4.478], [0.685, 3.609, -2.078], [-0.915, 4.255, -2.459], [0.050, 3.515, -3.723], [-0.703, 2.420, -0.161], [-2.009, 1.310, -0.628], [-2.169, 3.041, -0.914], [-1.675, 1.798, -4.340], [-2.783, 2.586, -3.219], [-2.487, 0.846, -3.095], [2.284, 0.349, 1.817], [2.398, -1.285, 3.035], [2.560, -0.590, 4.825], [3.966, -2.245, 2.446], [0.746, -2.394, 2.723], [2.602, 1.156, 2.477], [1.333, 0.769, 1.434], [2.988, 0.237, 0.997], [3.484, -0.015, 4.887], [2.610, -1.406, 5.545], [1.719, 0.055, 5.075], [4.488, -2.618, 3.326], [4.629, -1.575, 1.902], [3.719, -3.094, 1.811], [0.153, -2.408, 3.638], [1.107, -3.394, 2.490]],
  "lowdin_charge": [1.250, 0.181, -0.217, 0.003, -0.037, -0.039, -0.068, -0.452, 1.041, -0.410, -0.288, -0.160, 0.037, 0.014, 0.013, -0.053, -0.052, 0.149, 0.127, 0.123, 0.124, 0.120, 0.126, 0.136, 0.133, 0.104, -0.029, -0.552, -0.042, -0.056, -0.136, -0.040, -0.489, 0.979, -0.288, -0.342, -0.073, 0.043, -0.528, -0.031, -0.058, -0.029, 0.097, 0.092, 0.088, 0.093, 0.081, 0.096, 0.094, 0.097, 0.083, 0.112, 0.112, 0.098, 0.094, 0.084, 0.082, 0.073, 0.095, 0.087, 0.096, 0.092, -0.263, 0.729, -0.202, -0.206, -0.407, 0.054, -0.028, 0.034, 0.042, 0.039, 0.006, 0.040, 0.038, 0.011, 0.020, 0.015]
}


No. 3
{
  "formula": "C2H3NOS2",
  "method": "ωB97M-V with the def2-TZVPD basis set",
  "relative_energy_ev": 1.168,
  "lumo_energy_ev": -0.398,
  "orbital_gap_ev": 8.758,
  "species": ["O", "C", "N", "S", "C", "S", "H", "H", "H"],
  "positions_angstrom": [[0.405, -0.234, -2.150], [0.979, 0.160, -1.181], [0.949, -0.330, 0.119], [-0.276, -1.304, 0.694], [-1.580, -0.135, 0.972], [-1.387, 1.428, 0.865], [1.768, 0.991, -1.343], [1.649, 0.133, 0.822], [-2.507, -0.710, 1.202]],
  "lowdin_charge": [0.037, -0.469, -0.399, 0.864, -1.024, 0.665, 0.149, 0.151, 0.026]
}


No. 4
{
  "formula": "C4H28N2O10",
  "method": "ωB97M-V with the def2-TZVPD basis set",
  "relative_energy_ev": 0.000,
  "lumo_energy_ev": [-2.902, -8.605],
  "charge": 1,
  "multiplicity": 2,
  "s_squared": 0.763,
  "orbital_gap_ev": [10.871, 5.168],
  "species": ["C", "N", "C", "C", "C", "N", "O", "H", "H", "H", "H", "H", "H", "H", "H", "H", "H", "H", "H", "O", "H", "H", "O", "H", "H", "O", "H", "H", "O", "H", "H", "O", "H", "H", "O", "H", "H", "O", "H", "H", "O", "H", "H", "O"],
  "positions_angstrom": [[-0.487, -1.901, 2.108], [-0.382, -0.742, 1.360], [0.029, 0.797, 3.336], [0.379, 0.382, 1.861], [1.904, 0.134, 1.690], [2.350, 0.578, 0.407], [0.080, -2.029, 3.167], [-1.103, -2.706, 1.685], [-1.037, -0.565, 0.572], [0.448, 1.815, 3.356], [0.552, 0.193, 4.056], [-1.035, 0.975, 3.381], [0.110, 1.195, 1.192], [2.476, 0.652, 2.464], [2.171, -0.901, 1.963], [2.037, -0.009, -0.361], [3.346, 0.761, 0.351], [0.184, 0.922, -2.868], [-0.908, 2.058, -3.030], [-0.608, 1.193, -3.343], [-2.345, 1.736, -0.788], [-1.416, 1.942, 0.375], [-2.127, 2.372, -0.099], [3.082, 3.340, 2.111], [2.556, 3.180, 0.728], [3.077, 3.794, 1.260], [-2.408, -0.486, -1.304], [-3.338, -1.109, -0.166], [-2.557, -0.575, -0.338], [1.557, -1.159, -2.717], [0.589, -1.384, -1.481], [0.828, -0.788, -2.205], [-1.066, -4.265, -1.159], [-1.468, -2.874, -1.509], [-1.228, -3.409, -0.729], [-0.740, -1.286, -2.900], [-2.056, -0.445, -3.349], [-1.701, -1.196, -2.869], [0.575, -3.106, -0.638], [1.918, -3.009, 0.079], [1.543, -3.028, -0.809], [-0.012, 3.685, -1.162], [-1.130, 4.549, -1.738], [-0.510, 3.848, -1.966]],
  "lowdin_charge": [-0.243, 0.176, 0.024, -0.283, -0.190, 0.122, 0.129, 0.142, 0.109, 0.097, 0.087, 0.100, 0.122, 0.130, 0.137, 0.071, 0.122, 0.008, 0.019, -0.057, 0.022, -0.012, -0.029, 0.029, 0.001, -0.045, 0.033, 0.085, -0.056, 0.099, 0.014, -0.060, 0.089, 0.037, -0.051, 0.010, 0.056, -0.072, -0.003, 0.050, -0.058, 0.029, 0.059, -0.048]
}


| no. | E (eV) |
| --- | --- |
| 1 | -89312.587 |
| 2 | -177482.835 |
| 3 | -27329.609 |
| 4 | -28049.167 |